Molecular formula: C42H54BrN5O3Si3Zr
Method: DFT, ωB97M-V with the def2-TZVPD basis set

Calculated values
Largest force on an atom = 1.69 eV/A
Lowest unoccupied orbital energy (alpha / beta) = 0.0 / 0.0 eV
Frontier orbital gap (alpha / beta) = 0.1721 / 0.1722 Eh
E = -152985.8753 eV
Energy above the lowest of the compared OMol25 structures with the same formula, charge and spin = 49.1 kcal per mole

The geometry in XYZ format:
```
109
Properties=species:S:1:pos:R:3:lowdin_charge:R:1
Zr -0.36327 0.95622 0.44375 1.620
Br -2.04148 -2.83350 6.42746 0.668
Si -2.49618 2.73532 -1.82394 0.501
Si 1.94734 1.73830 -0.76091 0.509
Si 3.21409 -1.14856 1.32652 0.462
O -1.36216 1.81462 -1.07932 -0.493
O -0.38411 -0.07005 2.06238 -0.353
O 1.56417 -0.86215 1.24345 -0.249
N -2.73649 0.20281 0.85425 -0.034
N 1.29295 2.25299 3.99803 0.169
N 0.14588 2.52932 2.13862 -0.008
N 1.08580 -4.17573 4.14170 0.032
N -0.35140 -1.07240 -0.82303 -0.035
C 3.76344 -1.07021 3.09272 -0.128
C -2.36779 -2.16335 0.18296 -0.161
C 5.57279 -0.06754 0.52635 -0.119
C -2.39957 5.53135 1.25335 -0.081
C -2.92825 4.40106 -4.05582 -0.087
C -2.14517 4.46011 0.40455 -0.119
C 0.46239 -2.00984 3.18849 -0.187
C 1.93753 3.64613 -0.67585 -0.248
C 4.71263 2.18468 -0.79124 -0.115
C -0.04444 2.24198 4.38634 -0.175
C -0.69070 -2.95742 5.08979 -0.712
C -3.36821 -1.02612 0.32561 -0.212
C 0.13490 -4.07492 5.08455 -0.263
C -6.36375 1.14050 -2.23997 -0.080
C 2.01204 1.31443 -2.60370 -0.229
C -2.77144 2.33240 4.44536 -0.062
C -0.57216 -1.93494 4.18764 -0.109
C -0.59844 4.29131 -3.13762 -0.081
C -3.98510 1.65358 -2.20234 -0.215
C -1.47230 -2.01859 -1.04007 -0.202
C -2.04056 2.08402 5.62024 -0.067
C 3.57152 -2.78982 0.51458 -0.149
C -4.81514 -0.36459 -3.29089 -0.087
C -0.66156 2.04710 5.61416 0.004
C -5.30728 1.96696 -1.86668 -0.084
C 6.07155 1.94464 -0.66350 -0.084
C -2.96305 4.17142 -0.69539 -0.201
C -4.04408 5.03771 -0.92532 -0.108
C -4.30338 6.11279 -0.08564 -0.078
C -3.48610 6.35741 1.01262 -0.082
C -2.14241 2.52214 3.23221 -0.032
C -1.86621 3.48007 -3.44079 -0.594
C 3.74173 1.31045 -0.27461 -0.294
C 6.50870 0.79967 -0.00846 -0.087
C -0.75553 2.44702 3.21316 -0.242
C 1.33752 2.41366 2.67208 -0.149
C -3.76742 0.46203 -2.91223 -0.131
C 0.58794 -1.00569 2.27314 -0.448
C 4.18979 0.16723 0.41958 -0.239
C -1.52442 2.37476 -4.45429 -0.090
C -6.12012 -0.02191 -2.95793 -0.085
C 1.24508 -3.22158 3.24673 -0.149
H 7.56762 0.58849 0.08655 0.102
H -3.69421 7.19297 1.66993 0.103
H -2.60922 0.08826 1.85611 0.074
H -0.80320 5.11857 -2.44969 0.085
H 0.92975 4.04219 -0.51599 -0.003
H -1.00694 2.80941 -5.31781 0.088
H 4.12889 -3.46040 1.17660 0.044
H 5.93057 -0.95844 1.04334 0.099
H -0.19608 4.71800 -4.06416 0.091
H 2.76527 1.93709 -3.09715 0.033
H -1.21498 -1.06636 4.23817 0.082
H -1.74566 5.71613 2.09750 0.107
H 4.39430 3.07970 -1.31939 0.090
H -5.14488 6.76503 -0.29077 0.104
H 2.26500 2.42162 2.11360 0.131
H -2.75253 0.17876 -3.17668 0.091
H -7.37842 1.40455 -1.96613 0.103
H 0.02628 -4.87751 5.80113 0.077
H 2.08867 2.07580 4.58765 0.168
H -3.85226 2.38366 4.49434 0.109
H 2.56547 4.00573 0.14601 0.025
H -4.61558 -1.27539 -3.84309 0.106
H -3.36442 0.98877 0.70937 0.079
H 0.09554 -0.84709 -1.70674 0.088
H -4.68696 4.89188 -1.78642 0.095
H -4.19039 -1.33578 0.96903 0.118
H -5.52393 2.85299 -1.28287 0.087
H 2.31295 4.09014 -1.60364 0.029
H 4.85220 -0.98213 3.14182 0.036
H 2.01382 -3.40146 2.50034 0.070
H 0.18254 3.67208 -2.69061 0.043
H 4.16441 -2.64292 -0.39323 0.035
H -6.94331 -0.66087 -3.25352 0.103
H 3.45084 -1.94326 3.66771 0.036
H -2.42414 1.87731 -4.82519 0.073
H 6.78825 2.64382 -1.07874 0.102
H -2.92351 -3.09820 0.09137 0.120
H 0.36632 -1.53104 -0.26087 0.074
H -1.06642 -2.98791 -1.31849 0.117
H -3.79135 -0.78789 -0.64748 0.091
H 2.64435 -3.30053 0.24112 0.031
H -1.27481 3.84820 0.60320 0.054
H -1.75151 -2.24740 1.08658 0.115
H -3.12945 5.26759 -3.42143 0.067
H -0.86573 1.61020 -4.02830 0.058
H 2.30412 0.26786 -2.75102 0.026
H -2.57320 4.77713 -5.02346 0.088
H -3.87460 3.87647 -4.23288 0.082
H -2.70946 2.75294 2.33689 0.098
H -0.09609 1.85394 6.51714 0.119
H 1.05405 1.47517 -3.10844 -0.009
H -2.56827 1.91786 6.55098 0.109
H -2.06237 -1.65481 -1.88050 0.100
H 3.33250 -0.18408 3.57272 0.030
```